{
  "formula": "C3H9BNO2",
  "method": "ωB97M-V/def2-TZVPD",
  "symbols": ["B", "C", "C", "C", "N", "O", "O", "H", "H", "H", "H", "H", "H", "H", "H", "H"],
  "coordinates": [[-0.286, 0.783, 0.214], [0.954, -0.297, -2.464], [1.020, 0.882, -1.880], [0.045, -0.719, 0.796], [-0.663, -0.872, 2.159], [0.245, 1.380, -0.862], [-1.239, 1.460, 0.898], [0.342, -1.193, -2.304], [1.647, -0.359, -3.255], [1.452, 1.719, -2.357], [-0.580, -1.394, 0.122], [1.058, -1.005, 1.021], [-1.426, -0.127, 2.208], [0.103, -0.521, 2.832], [-0.958, -1.808, 2.478], [-1.715, 2.072, 0.395]],
  "s2": 2.0053,
  "gap_ev": [5.03, 10.52],
  "lumo_ev": [-3.755, -5.630],
  "multiplicity": 3,
  "e_homo_ev": [-8.79, -16.15],
  "total_charge": 1
}

***

{
  "formula": "C13H13N7O4",
  "method": "ωB97M-V/def2-TZVPD",
  "symbols": ["N", "C", "C", "C", "C", "N", "O", "O", "N", "C", "C", "N", "O", "O", "C", "H", "H", "C", "C", "N", "C", "N", "C", "C", "C", "N", "H", "H", "H", "H", "H", "H", "H", "H", "H", "H", "H"],
  "coordinates": [[-4.187, -1.968, 2.404], [-3.116, -1.508, 2.308], [-1.803, -0.925, 2.244], [-0.659, -1.754, 2.155], [0.599, -1.163, 2.287], [1.841, -1.759, 2.481], [2.225, -2.913, 2.563], [2.759, -0.669, 2.653], [2.107, 0.531, 2.625], [0.792, 0.222, 2.427], [-0.374, 1.081, 2.455], [-0.299, 2.524, 2.439], [0.779, 3.116, 2.234], [-1.384, 3.137, 2.611], [-1.641, 0.474, 2.404], [-0.712, -2.842, 2.143], [-2.525, 1.104, 2.508], [-1.124, -1.316, -2.646], [-0.360, -1.061, -1.357], [-0.595, -2.035, -0.312], [-0.814, -3.252, -0.714], [-0.994, -3.632, -2.008], [-0.953, -2.740, -3.134], [-1.165, -5.052, -2.143], [-1.158, -5.558, -0.706], [-0.922, -4.372, 0.063], [-2.187, -1.119, -2.478], [-0.773, -0.627, -3.417], [0.721, -1.057, -1.600], [-0.617, -0.082, -0.931], [-1.750, -3.020, -3.831], [0.001, -2.846, -3.672], [-2.103, -5.280, -2.666], [-0.337, -5.489, -2.717], [-2.113, -6.019, -0.436], [-0.349, -6.279, -0.561], [-0.808, -4.352, 1.065]],
  "gap_ev": 6.77,
  "lumo_ev": -1.917,
  "e_homo_ev": -8.69,
  "total_charge": 0
}

***

{
  "formula": "C39H44CuN6P2",
  "method": "ωB97M-V/def2-TZVPD",
  "symbols": ["Cu", "N", "C", "C", "C", "C", "C", "N", "C", "C", "C", "C", "C", "N", "H", "H", "H", "H", "H", "H", "H", "H", "H", "C", "N", "P", "C", "C", "C", "C", "C", "C", "C", "C", "C", "C", "C", "C", "P", "C", "C", "C", "C", "C", "C", "C", "C", "C", "C", "C", "C", "H", "H", "H", "H", "H", "H", "H", "H", "H", "H", "H", "H", "H", "H", "H", "H", "H", "H", "H", "H", "H", "H", "H", "C", "C", "C", "C", "N", "N", "H", "H", "H", "H", "H", "H", "H", "H", "H", "H", "H", "H"],
  "coordinates": [[-0.183, 0.655, -0.342], [-3.436, 0.753, -0.552], [-2.953, -0.535, -0.413], [-4.031, -1.545, -0.484], [-3.778, -2.818, -0.218], [-2.413, -3.266, 0.174], [-1.321, -2.174, 0.071], [-1.714, -0.796, -0.247], [-2.874, 2.003, -0.285], [-3.751, 3.093, -0.236], [-3.253, 4.340, 0.033], [-1.883, 4.499, 0.259], [-1.095, 3.385, 0.193], [-1.567, 2.142, -0.085], [-4.426, 0.795, -0.735], [-5.028, -1.213, -0.748], [-4.579, -3.546, -0.270], [-2.157, -4.170, -0.377], [-0.492, -2.454, -0.578], [-4.809, 2.939, -0.401], [-3.922, 5.190, 0.073], [-1.448, 5.464, 0.476], [-0.025, 3.451, 0.354], [2.455, -1.083, 2.754], [1.547, -0.508, 1.750], [0.055, 0.213, 2.111], [0.274, 1.150, 3.614], [0.237, 0.569, 4.884], [0.492, 1.349, 6.001], [0.777, 2.703, 5.861], [0.809, 3.288, 4.603], [0.555, 2.512, 3.482], [-1.109, -1.117, 2.427], [-2.181, -0.918, 3.195], [-3.263, -1.919, 3.327], [-3.231, -3.061, 2.653], [-2.116, -3.415, 1.716], [-0.973, -2.360, 1.583], [1.930, -0.179, 0.161], [3.440, 0.784, 0.207], [3.592, 1.751, 1.204], [4.744, 2.517, 1.258], [5.746, 2.329, 0.312], [5.596, 1.378, -0.686], [4.445, 0.603, -0.742], [2.327, -1.693, -0.737], [3.219, -2.649, -0.240], [3.490, -3.798, -0.966], [2.899, -3.995, -2.210], [2.037, -3.040, -2.727], [1.752, -1.900, -1.988], [2.571, -0.394, 3.591], [3.439, -1.239, 2.318], [2.077, -2.038, 3.123], [0.016, -0.485, 5.001], [0.469, 0.901, 6.986], [0.971, 3.306, 6.739], [1.023, 4.343, 4.496], [0.567, 2.970, 2.499], [-2.279, 0.000, 3.766], [-4.076, -1.706, 4.008], [-4.026, -3.786, 2.785], [-1.750, -4.412, 1.959], [0.022, -2.794, 1.697], [2.819, 1.896, 1.952], [4.866, 3.257, 2.038], [6.649, 2.923, 0.359], [6.378, 1.233, -1.420], [4.342, -0.144, -1.520], [3.721, -2.502, 0.707], [4.175, -4.535, -0.570], [3.123, -4.889, -2.778], [1.592, -3.181, -3.704], [1.081, -1.159, -2.400], [0.359, 0.029, -5.084], [-1.065, 0.249, -4.575], [-1.965, -0.887, -5.040], [-1.597, 1.592, -5.061], [-1.171, 0.226, -3.093], [-0.227, 1.050, -2.406], [0.348, -0.112, -6.164], [0.811, -0.867, -4.646], [1.020, 0.880, -4.897], [-1.997, -0.926, -6.128], [-2.983, -0.752, -4.672], [-1.595, -1.855, -4.686], [-1.649, 1.616, -6.150], [-0.949, 2.422, -4.762], [-2.599, 1.767, -4.664], [-1.077, -0.717, -2.735], [-0.545, 2.010, -2.514], [0.704, 1.007, -2.826]],
  "s2": 0.7592,
  "gap_ev": [8.00, 6.83],
  "lumo_ev": [-4.955, -6.556],
  "multiplicity": 2,
  "e_homo_ev": [-12.95, -13.39],
  "total_charge": 2
}

***

{
  "formula": "C20H27N2O",
  "method": "ωB97M-V/def2-TZVPD",
  "symbols": ["C", "N", "C", "C", "N", "C", "C", "O", "C", "C", "C", "C", "C", "C", "C", "C", "C", "C", "C", "C", "C", "C", "C", "H", "H", "H", "H", "H", "H", "H", "H", "H", "H", "H", "H", "H", "H", "H", "H", "H", "H", "H", "H", "H", "H", "H", "H", "H", "H", "H"],
  "coordinates": [[-1.184, -2.095, 1.294], [0.078, -2.113, 0.540], [-0.009, -1.280, -0.685], [1.314, -1.334, -1.448], [2.345, -0.834, -0.577], [3.561, -0.328, -1.175], [4.112, 0.872, -0.346], [3.274, 1.230, 0.726], [2.011, 1.673, 0.470], [1.154, 1.723, 1.572], [-0.171, 2.078, 1.415], [-0.679, 2.406, 0.162], [-2.148, 2.684, -0.020], [-2.873, 1.369, -0.158], [-2.831, 0.670, -1.358], [-3.470, -0.551, -1.488], [-4.156, -1.095, -0.414], [-4.199, -0.408, 0.788], [-3.557, 0.813, 0.916], [0.194, 2.414, -0.917], [1.523, 2.055, -0.775], [2.514, -1.694, 0.567], [1.221, -1.669, 1.377], [-1.110, -2.733, 2.172], [-2.007, -2.438, 0.669], [-1.402, -1.075, 1.610], [0.272, -3.076, 0.241], [-0.835, -1.635, -1.302], [-0.208, -0.250, -0.382], [1.231, -0.691, -2.325], [1.508, -2.367, -1.795], [3.326, 0.003, -2.187], [4.335, -1.104, -1.251], [4.297, 1.729, -1.003], [5.056, 0.604, 0.132], [1.557, 1.499, 2.548], [-0.820, 2.106, 2.279], [-2.535, 3.232, 0.840], [-2.303, 3.286, -0.916], [-2.313, 1.096, -2.205], [-3.451, -1.070, -2.436], [-4.674, -2.036, -0.520], [-4.746, -0.817, 1.625], [-3.613, 1.349, 1.851], [-0.165, 2.711, -1.891], [2.169, 2.084, -1.637], [3.319, -1.304, 1.190], [2.767, -2.733, 0.279], [1.298, -2.315, 2.253], [1.024, -0.640, 1.691]],
  "gap_ev": 8.46,
  "lumo_ev": -2.527,
  "e_homo_ev": -10.99,
  "total_charge": 1,
  "smiles": "C[NH+]1CCN(CCOc2ccc(Cc3ccccc3)cc2)CC1"
}

***

{
  "formula": "C18H28BF4N6ORuS2Si",
  "method": "ωB97M-V/def2-TZVPD",
  "symbols": ["Ru", "C", "C", "N", "C", "C", "S", "C", "C", "N", "H", "H", "H", "H", "H", "H", "H", "H", "H", "H", "H", "H", "H", "H", "C", "Si", "C", "C", "C", "C", "C", "C", "N", "C", "S", "H", "H", "H", "H", "H", "H", "H", "H", "H", "H", "H", "H", "F", "B", "F", "F", "F", "N", "C", "O", "C", "C", "N", "C", "N", "H", "H"],
  "coordinates": [[0.411, -0.360, 0.950], [-1.824, -1.494, 2.786], [-0.542, -2.218, 3.140], [0.583, -1.299, 2.931], [0.879, -0.329, 3.999], [-0.055, 0.879, 4.084], [-0.380, 1.716, 2.495], [-2.165, 1.483, 2.258], [-2.516, 0.352, 1.295], [-1.642, -0.815, 1.482], [-2.661, -2.192, 2.722], [-2.085, -0.752, 3.536], [-0.570, -2.607, 4.162], [-0.392, -3.056, 2.456], [1.417, -1.856, 2.767], [0.873, -0.833, 4.972], [1.890, 0.027, 3.814], [-1.011, 0.637, 4.544], [0.423, 1.616, 4.729], [-2.627, 1.356, 3.237], [-2.550, 2.419, 1.855], [-3.566, 0.071, 1.434], [-2.397, 0.673, 0.261], [-1.854, -1.472, 0.732], [-0.445, 0.133, -5.602], [-1.690, 0.143, -4.212], [-2.256, -1.590, -3.828], [-3.164, 1.201, -4.666], [-0.855, 0.962, -2.724], [-0.561, 2.324, -2.775], [0.130, 2.981, -1.756], [0.517, 2.266, -0.644], [0.217, 0.963, -0.570], [-0.417, 0.322, -1.565], [-0.437, -1.347, -1.016], [-0.876, -0.291, -6.512], [0.425, -0.468, -5.330], [-0.095, 1.141, -5.832], [-2.786, -1.968, -4.707], [-2.944, -1.627, -2.981], [-1.427, -2.268, -3.619], [-3.664, 0.797, -5.549], [-2.885, 2.233, -4.890], [-3.892, 1.220, -3.851], [-0.859, 2.900, -3.645], [0.378, 4.030, -1.824], [1.076, 2.699, 0.176], [1.769, -2.490, 1.043], [1.586, -3.728, 0.210], [0.215, -4.002, 0.318], [2.364, -4.699, 0.794], [1.969, -3.416, -1.072], [3.987, -0.716, 0.826], [3.443, 0.484, 1.079], [2.178, 0.587, 1.339], [4.202, 1.658, 1.126], [5.597, 1.615, 0.883], [6.723, 1.500, 0.656], [3.534, 2.879, 1.380], [2.985, 3.877, 1.571], [4.942, -0.752, 0.508], [3.377, -1.496, 0.620]],
  "s2": 0.7555,
  "gap_ev": [6.96, 7.08],
  "lumo_ev": [-0.970, -0.856],
  "multiplicity": 2,
  "e_homo_ev": [-7.93, -7.93],
  "total_charge": 0
}

***

{
  "formula": "C21H15NO6PPt",
  "method": "ωB97M-V/def2-TZVPD",
  "symbols": ["Pt", "O", "C", "O", "C", "C", "C", "C", "C", "N", "C", "O", "O", "H", "H", "H", "O", "C", "O", "C", "P", "C", "C", "C", "C", "C", "C", "C", "C", "C", "C", "C", "C", "H", "H", "H", "H", "H", "H", "H", "H", "H", "H", "H", "H"],
  "coordinates": [[0.426, -1.175, -1.133], [2.427, -2.798, 1.971], [1.942, -2.194, 1.032], [0.884, -2.521, 0.361], [2.657, -0.944, 0.520], [3.798, -0.350, 1.024], [4.301, 0.771, 0.367], [3.681, 1.270, -0.774], [2.544, 0.634, -1.231], [2.090, -0.422, -0.562], [1.715, 0.962, -2.472], [2.086, 1.867, -3.197], [0.688, 0.193, -2.653], [4.266, -0.768, 1.904], [5.192, 1.256, 0.747], [4.056, 2.129, -1.313], [-3.278, -2.761, -2.371], [-2.562, -2.012, -1.717], [-1.285, -2.025, -1.798], [-3.364, -1.059, -0.787], [-2.819, 0.226, 0.399], [-1.816, 1.383, -0.608], [-1.939, 1.415, -1.994], [-1.326, 2.410, -2.743], [-0.562, 3.384, -2.126], [-0.431, 3.367, -0.744], [-1.069, 2.392, 0.006], [-1.703, -0.670, 1.543], [-0.949, 0.029, 2.490], [-0.220, -0.641, 3.460], [-0.263, -2.027, 3.535], [-1.031, -2.729, 2.623], [-1.737, -2.059, 1.633], [-4.009, -1.720, -0.204], [-4.070, -0.550, -1.448], [-2.483, 0.637, -2.513], [-1.402, 2.384, -3.823], [-0.050, 4.131, -2.717], [0.162, 4.125, -0.244], [-0.987, 2.431, 1.084], [-0.934, 1.110, 2.485], [0.376, -0.076, 4.168], [0.320, -2.555, 4.277], [-1.041, -3.811, 2.642], [-2.283, -2.641, 0.903]],
  "gap_ev": 7.49,
  "lumo_ev": 2.407,
  "e_homo_ev": -5.09,
  "total_charge": -1
}

***

Energy above the lowest of the compared OMol25 structures with the same formula, charge and spin (computed, kcal per mole): 13.8 4.5 38.2 9.7 32.1 32.7
Electronic energy (computed, Eh): -349.43819 -1187.15305 -4163.79368 -962.82490 -2711.84818 -1776.27819